1.
{"formula": "C5H8N", "method": "wB97M-V/def2-TZVPD", "symbols": ["C", "C", "C", "C", "C", "N", "H", "H", "H", "H", "H", "H", "H", "H"], "coordinates": [[0.070, 0.295, -0.033], [-1.202, 0.651, -0.102], [1.482, 0.750, 0.291], [1.119, -0.730, 0.382], [-2.385, -0.225, -0.157], [2.069, -0.172, -0.637], [-1.375, 1.721, -0.363], [1.860, 1.433, 1.076], [1.530, -2.105, 2.243], [-3.085, 0.201, 0.492], [-1.983, -1.138, 0.266], [-2.766, -0.127, -1.161], [1.652, -0.164, -1.554], [3.014, -0.390, -0.744]], "orbital_gap_ev": [9.42, 7.05], "lumo_ev": [-4.7, -6.9], "total_charge": 1, "relative_energy_kcal_mol": 216.4, "multiplicity": 1, "e_homo_ev": [-14.106, -13.982], "total_energy_ha": -249.48033}


2.
{"formula": "C2H3Cl", "method": "wB97M-V/def2-TZVPD", "symbols": ["C", "C", "Cl", "H", "H", "H"], "coordinates": [[-1.062, 0.610, -0.201], [0.712, -0.585, 0.038], [2.195, 0.117, 0.043], [-1.812, -0.166, 0.201], [-0.755, 1.620, 0.213], [0.722, -1.596, -0.295]], "orbital_gap_ev": [7.70, 9.76], "lumo_ev": [-0.5, 0.1], "relative_energy_kcal_mol": 131.7, "multiplicity": 1, "e_homo_ev": [-8.236, -9.645], "total_energy_ha": -537.95866}


3.
{"formula": "C31H62AlBBeBr2Cl2F6N2O14P2", "method": "wB97M-V/def2-TZVPD", "symbols": ["C", "C", "O", "C", "C", "O", "C", "C", "O", "C", "C", "P", "N", "O", "O", "C", "C", "O", "N", "Cl", "C", "C", "C", "C", "C", "C", "C", "C", "C", "C", "C", "Cl", "C", "C", "O", "O", "C", "C", "O", "H", "H", "H", "H", "H", "H", "H", "H", "H", "H", "H", "H", "H", "H", "H", "H", "H", "H", "H", "H", "H", "H", "H", "H", "H", "H", "H", "H", "H", "H", "H", "H", "H", "H", "H", "H", "H", "H", "H", "H", "H", "H", "H", "H", "H", "H", "O", "P", "O", "C", "C", "O", "C", "C", "O", "C", "C", "H", "H", "H", "H", "H", "H", "H", "H", "H", "H", "H", "H", "H", "H", "H", "B", "F", "F", "F", "F", "O", "H", "Be", "F", "Al", "Br", "Br", "F"], "coordinates": [[-4.022, -1.086, 1.863], [-4.040, -0.800, 0.249], [-3.802, -2.088, -0.428], [-3.599, -1.889, -1.874], [-2.565, -3.048, -2.458], [-1.215, -2.957, -1.877], [-0.417, -1.886, -2.558], [-0.379, -0.539, -1.577], [1.001, -0.068, -1.386], [1.400, 0.932, -2.387], [1.892, 2.379, -1.764], [0.510, 3.091, -0.652], [-0.793, 3.342, -1.636], [0.859, 4.624, 0.080], [-0.079, 1.976, 0.570], [1.748, 3.353, -3.113], [3.136, 2.945, -3.883], [3.327, 4.075, -4.836], [4.142, 3.056, -2.735], [4.418, 4.797, -2.749], [5.574, 2.568, -2.985], [5.674, 1.259, -3.967], [6.916, 0.238, -3.645], [8.156, 0.648, -4.656], [6.484, -1.364, -3.851], [7.073, -2.162, -2.506], [8.712, -2.133, -2.518], [9.596, -1.372, -1.595], [11.220, -1.758, -1.630], [9.144, -0.177, -0.567], [3.470, 2.626, -1.414], [4.084, 0.904, -0.931], [3.917, 3.533, -0.128], [3.674, 2.847, 1.341], [4.695, 2.223, 1.992], [2.396, 2.909, 2.068], [2.239, 1.806, 3.027], [1.868, 2.220, 4.600], [2.315, 0.499, 2.766], [-5.105, -1.100, 2.332], [-3.384, -0.308, 2.476], [-3.567, -2.161, 2.078], [-5.076, -0.331, -0.088], [-3.161, -0.056, -0.008], [-3.247, -0.786, -2.127], [-4.620, -2.042, -2.465], [-3.033, -4.085, -2.127], [-2.589, -3.021, -3.632], [-0.855, -1.575, -3.597], [0.673, -2.354, -2.677], [-0.741, -0.936, -0.511], [-1.149, 0.286, -1.891], [0.466, 1.118, -3.097], [2.220, 0.417, -3.071], [-1.046, 4.359, -1.607], [0.487, 5.397, -0.442], [0.624, 1.306, 0.806], [0.809, 3.161, -3.792], [1.600, 4.449, -2.708], [3.010, 1.922, -4.436], [2.511, 4.061, -5.449], [6.205, 2.470, -1.979], [6.099, 3.462, -3.577], [4.676, 0.619, -3.832], [5.744, 1.642, -5.079], [7.225, 0.350, -2.522], [9.144, 0.289, -4.128], [8.115, 0.103, -5.702], [8.097, 1.810, -4.804], [6.958, -1.819, -4.826], [5.318, -1.507, -3.949], [6.605, -3.248, -2.461], [6.651, -1.565, -1.574], [9.243, -2.795, -3.357], [11.830, -0.914, -1.083], [11.492, -1.817, -2.780], [11.347, -2.803, -1.103], [9.943, 0.065, 0.273], [9.075, 0.819, -1.221], [8.078, -0.349, -0.111], [5.097, 3.688, -0.225], [3.461, 4.610, -0.086], [2.811, 2.441, 5.256], [1.244, 3.236, 4.532], [1.114, 1.443, 5.101], [-7.292, -2.792, 5.141], [-8.543, -3.488, 4.550], [-9.016, -2.182, 3.648], [-8.351, -1.945, 2.421], [-8.741, -2.976, 1.380], [-9.464, -3.124, 5.893], [-8.864, -3.011, 7.178], [-8.626, -1.550, 7.516], [-9.940, -4.265, 3.889], [-10.822, -4.995, 4.729], [-12.041, -4.145, 5.082], [-7.269, -1.934, 2.578], [-8.650, -0.951, 2.078], [-8.376, -3.969, 1.661], [-8.314, -2.723, 0.408], [-9.829, -3.044, 1.284], [-7.943, -3.600, 7.241], [-9.558, -3.442, 7.908], [-8.079, -1.029, 6.724], [-8.065, -1.451, 8.449], [-9.581, -1.026, 7.626], [-10.306, -5.362, 5.620], [-11.156, -5.874, 4.165], [-11.782, -3.207, 5.578], [-12.719, -4.701, 5.735], [-12.582, -3.864, 4.172], [6.653, 6.223, -5.173], [5.423, 6.104, -5.940], [6.462, 7.181, -4.097], [7.001, 4.927, -4.613], [7.725, 6.678, -6.044], [-3.825, 2.568, -1.910], [-2.925, 2.378, -1.717], [2.238, 1.305, 0.500], [1.541, -0.104, 5.006], [-10.254, -4.679, 8.665], [-10.842, -1.753, 8.938], [-5.636, -3.144, -2.814], [-6.778, -0.507, 9.561]], "orbital_gap_ev": 1.07, "lumo_ev": -5.7, "multiplicity": 1, "e_homo_ev": -6.801, "total_energy_ha": -10012.31176}


4.
{"formula": "C8H8N2O", "method": "wB97M-V/def2-TZVPD", "symbols": ["C", "C", "C", "C", "C", "C", "C", "C", "H", "H", "H", "H", "H", "H", "H", "H", "N", "N", "O"], "coordinates": [[0.264, 2.953, 1.905], [-0.585, 1.016, 0.849], [-1.636, 0.049, 0.783], [-1.501, -1.078, 0.031], [-0.317, -1.225, -0.695], [1.738, -0.917, -1.448], [0.730, -0.308, -0.626], [0.598, 0.806, 0.179], [1.137, 2.521, 2.395], [0.636, 3.459, 0.972], [-0.134, 3.789, 2.533], [-2.560, 0.205, 1.295], [-2.287, -1.832, 0.085], [-0.464, -3.054, -1.765], [2.706, -0.547, -1.657], [1.408, 1.538, 0.205], [0.085, -2.247, -1.480], [1.335, -2.081, -1.903], [-0.767, 2.055, 1.720]], "smiles": "COc1ccc2[nH]ncc2c1", "orbital_gap_ev": 9.02, "lumo_ev": 0.9, "relative_energy_kcal_mol": 38.6, "multiplicity": 1, "e_homo_ev": -8.112, "total_energy_ha": -494.37229}